Below is the ion C9H15ClN4O with charge +2, with properties calculated with ωB97M-V with the def2-TZVPD basis set.

Geometry (Å):
C: -2.098 1.454 -1.128
C: -3.093 0.480 -0.672
N: -4.324 0.901 -0.312
N: -2.879 -0.800 -0.756
C: -1.794 -1.569 -1.043
N: -0.588 -1.478 -0.616
C: -0.237 -0.570 0.358
C: -1.002 0.025 1.348
Cl: -2.509 -0.414 1.904
N: 1.141 -0.123 0.309
C: 2.133 -0.741 -0.320
O: 2.028 -1.906 -0.864
C: 3.575 -0.370 0.002
C: 3.939 0.988 0.415
C: 3.906 -0.043 1.455
H: -1.552 1.029 -1.887
H: -1.322 1.739 -0.434
H: -2.599 2.345 -1.667
H: -4.388 1.854 -0.397
H: -5.047 0.507 0.098
H: -3.684 -1.418 -0.455
H: -1.977 -2.477 -1.740
H: -0.538 0.645 2.152
H: 1.312 0.588 1.016
H: 1.127 -2.377 -0.648
H: 4.242 -0.863 -0.689
H: 3.413 1.883 0.494
H: 4.947 1.217 0.271
H: 4.852 -0.586 1.796
H: 3.016 0.082 2.012

The gap between HOMO and LUMO comes out at 8.2 eV. As for the calculated total energy: -1105.68866 Eh. The value obtained for the relative energy (zero: lowest compared OMol25 entry of this formula, charge and spin) is 26.56 kcal per mole. The calculation puts the molecular weight at 230.7 u. As for the total charge: +2.